No. 1
DFT (ωB97M-V/def2-TZVPD) results for a molecular structure, C36H43N6ORuSSe in a non-equilibrium geometry.

M	787.9	g mol⁻¹
highest occupied orbital energy (alpha / beta)	-15.7 / -15.7	eV
LUMO (alpha / beta)	-10.6 / -12.9	eV
E_tot	-127756.0892	eV
strongest force on any atom	2.57	eV/A
frontier orbital gap (alpha / beta)	5.08 / 2.77	eV
2S+1	5
net charge	+3

Positions of all 89 atoms, in Å:
Ru1 -18.844 -7.550 8.791
C1 -21.104 -5.887 15.326
C2 -21.460 -7.164 14.557
C3 -20.911 -8.395 15.297
C4 -22.981 -7.306 14.477
C5 -20.802 -7.103 13.191
C6 -19.397 -7.144 13.054
C7 -18.825 -7.168 11.808
N1 -19.560 -7.172 10.676
C8 -20.916 -7.091 10.763
C9 -21.541 -7.035 12.018
C10 -21.606 -7.158 9.507
C11 -23.007 -7.182 9.372
C12 -23.612 -7.405 8.150
C13 -22.756 -7.488 7.035
C14 -21.398 -7.449 7.201
N2 -20.811 -7.328 8.410
C15 -25.099 -7.638 8.005
C16 -25.725 -6.539 7.130
C17 -25.810 -7.678 9.362
C18 -25.294 -8.995 7.315
H1 -21.584 -5.896 16.327
H2 -21.459 -4.980 14.791
H3 -20.006 -5.783 15.474
H4 -21.389 -8.473 16.301
H5 -19.814 -8.333 15.447
H6 -21.126 -9.332 14.744
H7 -23.387 -7.443 15.503
H8 -23.279 -8.185 13.872
H9 -23.455 -6.405 14.040
H10 -18.750 -7.159 13.936
H11 -17.749 -7.210 11.663
H12 -22.626 -6.967 12.049
H13 -23.606 -7.043 10.271
H14 -23.159 -7.606 6.023
H15 -20.724 -7.534 6.353
H16 -25.559 -5.534 7.568
H17 -26.821 -6.684 7.029
H18 -25.291 -6.529 6.107
H19 -25.787 -6.700 9.892
H20 -25.357 -8.430 10.037
H21 -26.876 -7.957 9.202
H22 -24.826 -9.027 6.311
H23 -26.374 -9.217 7.195
H24 -24.843 -9.823 7.911
C19 -17.025 -6.093 3.454
C20 -16.772 -7.470 4.044
N3 -15.939 -7.396 5.227
C21 -14.490 -7.370 5.023
C22 -13.904 -8.769 5.110
C23 -16.433 -7.378 6.481
S1 -18.181 -7.333 6.631
N4 -15.586 -7.351 7.487
C24 -15.774 -7.365 8.773
O1 -16.905 -7.520 9.376
C25 -14.551 -7.234 9.599
C26 -14.612 -7.141 10.983
C27 -13.445 -7.017 11.726
C28 -12.207 -7.003 11.085
C29 -12.139 -7.091 9.702
C30 -13.307 -7.202 8.952
H25 -17.606 -6.188 2.528
H26 -16.078 -5.573 3.209
H27 -17.595 -5.458 4.162
H28 -16.218 -8.111 3.328
H29 -17.709 -7.985 4.301
H30 -14.047 -6.692 5.773
H31 -14.338 -6.933 4.024
H32 -14.079 -9.201 6.107
H33 -12.816 -8.723 4.949
H34 -14.334 -9.436 4.345
H35 -15.585 -7.160 11.497
H36 -13.501 -6.925 12.817
H37 -11.288 -6.918 11.681
H38 -11.176 -7.067 9.179
H39 -13.270 -7.264 7.861
Se1 -17.257 -10.760 8.685
N5 -18.824 -9.891 9.001
C31 -19.770 -10.824 9.252
C32 -21.126 -10.608 9.559
C33 -21.934 -11.695 9.792
C34 -21.449 -13.019 9.726
C35 -20.134 -13.288 9.441
C36 -19.272 -12.203 9.197
N6 -17.974 -12.328 8.908
H40 -21.486 -9.586 9.616
H41 -22.984 -11.535 10.053
H42 -22.138 -13.847 9.909
H43 -19.716 -14.292 9.393

---

No. 2
DFT (ωB97M-V/def2-TZVPD) results for a molecular structure, C36H44AlF10N3Si.

M	763.8	g mol⁻¹
highest occupied orbital energy	0.7	eV
LUMO	4.4	eV
E_tot	-84163.9360	eV
strongest force on any atom	0.69	eV/A
frontier orbital gap	3.73	eV
net charge	-2

Positions of all 95 atoms, in Å:
Al1 -0.145 0.048 0.320
C1 -2.805 -1.371 1.738
N1 -2.138 -0.080 1.589
C2 -1.478 0.334 2.839
C3 -0.559 -0.766 3.315
N2 0.174 -1.291 2.163
C4 1.342 -1.902 2.444
C5 2.248 -2.280 1.406
F1 1.906 -2.099 0.130
C6 3.459 -2.878 1.604
F2 4.227 -3.183 0.553
C7 3.924 -3.157 2.875
F3 5.130 -3.724 3.075
C8 3.096 -2.850 3.920
F4 3.484 -3.141 5.170
C9 1.861 -2.263 3.718
F5 1.134 -2.117 4.855
C10 -3.095 0.926 1.151
C11 -2.389 2.190 0.704
N3 -1.268 1.813 -0.143
C12 -0.875 2.770 -1.011
C13 -1.172 4.158 -0.950
F6 -1.787 4.696 0.124
C14 -0.791 5.068 -1.912
F7 -1.122 6.351 -1.764
C15 -0.058 4.694 -3.005
F8 0.306 5.588 -3.940
C16 0.302 3.365 -3.106
F9 1.021 2.960 -4.151
C17 -0.078 2.466 -2.148
F10 0.292 1.198 -2.339
H1 -3.564 -1.335 2.533
H2 -2.071 -2.137 1.965
H3 -3.290 -1.630 0.795
H4 -2.212 0.601 3.617
H5 -0.858 1.212 2.618
H6 -1.134 -1.549 3.835
H7 0.091 -0.306 4.062
H8 -3.811 1.142 1.957
H9 -3.649 0.518 0.309
H10 -2.083 2.783 1.576
H11 -3.122 2.788 0.156
C18 4.025 0.632 0.617
C19 2.799 1.551 0.418
C20 2.824 1.949 -1.057
C21 1.493 0.888 0.881
C22 2.887 2.794 1.306
C23 3.588 2.784 2.522
C24 3.536 3.860 3.408
C25 2.824 5.008 3.096
C26 2.169 5.061 1.860
C27 2.202 3.983 0.994
H12 3.958 -0.180 -0.112
H13 4.027 0.178 1.610
H14 4.982 1.166 0.463
H15 2.689 1.054 -1.673
H16 3.785 2.414 -1.319
H17 2.032 2.654 -1.308
H18 1.635 0.639 1.936
H19 4.158 1.906 2.799
H20 4.069 3.795 4.354
H21 2.779 5.842 3.787
H22 1.608 5.949 1.580
H23 1.639 4.047 0.068
C28 0.542 -1.976 -2.619
Si1 -1.033 -1.722 -1.542
C29 -1.492 -3.641 -1.111
C30 -1.014 -3.981 0.325
C31 -2.979 -4.022 -1.146
C32 -0.771 -4.585 -2.082
C33 -2.328 -1.055 -2.937
C34 -3.511 -1.973 -3.251
C35 -1.612 -0.788 -4.266
C36 -2.933 0.277 -2.476
H24 0.367 -2.571 -3.522
H25 1.325 -2.470 -2.037
H26 0.950 -1.009 -2.930
H27 -1.844 -3.913 1.035
H28 -0.232 -3.330 0.692
H29 -0.645 -5.018 0.371
H30 -3.603 -3.309 -0.591
H31 -3.110 -5.009 -0.672
H32 -3.370 -4.097 -2.161
H33 0.314 -4.490 -2.008
H34 -1.055 -4.398 -3.127
H35 -1.033 -5.628 -1.843
H36 -3.185 -2.916 -3.700
H37 -4.171 -1.473 -3.978
H38 -4.112 -2.201 -2.367
H39 -1.221 -1.707 -4.712
H40 -0.778 -0.090 -4.150
H41 -2.322 -0.346 -4.983
H42 -3.466 0.164 -1.529
H43 -3.654 0.647 -3.224
H44 -2.176 1.045 -2.332

---

No. 3
DFT (ωB97M-V/def2-TZVPD) results for a molecular structure, C36H44AlN2Si in a non-equilibrium geometry.

M	559.8	g mol⁻¹
highest occupied orbital energy	-10.0	eV
LUMO	-4.4	eV
E_tot	-55494.5888	eV
strongest force on any atom	4.04	eV/A
frontier orbital gap	5.56	eV
net charge	+1

Positions of all 84 atoms, in Å:
C1 1.421 -0.306 -2.032
C2 1.695 0.771 -2.903
C3 2.304 1.819 -2.159
H1 1.528 0.796 -3.973
C4 2.441 1.409 -0.829
C5 1.886 0.075 -0.713
H2 2.169 -0.641 0.058
H3 1.043 -1.289 -2.310
H4 2.659 2.758 -2.584
H5 2.969 1.936 -0.029
Al1 -0.200 0.664 -0.354
C6 -2.653 1.562 -1.376
H6 -2.250 2.267 -0.639
H7 -2.806 0.554 -0.964
H8 -3.615 1.981 -1.694
Si1 -1.663 1.544 -3.225
C7 -2.810 0.549 -4.324
C8 -2.169 -0.213 -5.318
H9 -1.104 -0.083 -5.516
C9 -2.845 -1.212 -6.013
H10 -2.286 -1.819 -6.738
C10 -4.198 -1.445 -5.750
H11 -4.711 -2.247 -6.285
C11 -4.856 -0.664 -4.792
H12 -5.908 -0.845 -4.591
C12 -4.174 0.326 -4.070
H13 -4.693 0.893 -3.289
C13 -1.129 3.205 -3.865
C14 -1.000 3.315 -5.263
H14 -1.669 2.748 -5.915
C15 0.006 4.127 -5.802
H15 0.168 4.137 -6.884
C16 0.787 4.924 -4.955
H16 1.611 5.506 -5.370
C17 0.548 4.931 -3.575
H17 1.127 5.595 -2.926
C18 -0.427 4.089 -3.022
H18 -0.637 4.114 -1.948
H19 -0.488 1.447 -1.916
H20 -0.530 0.920 -3.947
C19 2.926 3.013 5.364
C20 2.408 1.596 5.113
C21 3.614 0.656 4.975
C22 1.576 1.157 6.323
C23 1.556 1.501 3.849
C24 1.380 2.589 2.985
C25 0.759 2.396 1.761
N1 0.232 1.200 1.406
C26 0.333 0.128 2.270
C27 0.979 0.275 3.495
C28 -0.148 -1.126 1.716
C29 -0.110 -2.360 2.376
C30 -0.479 -3.524 1.695
C31 -0.937 -3.402 0.376
C32 -0.960 -2.163 -0.242
N2 -0.580 -1.033 0.412
C33 -0.376 -4.925 2.294
C34 -1.744 -5.619 2.234
C35 0.627 -5.749 1.473
C36 0.096 -4.890 3.747
H21 3.507 3.024 6.292
H22 2.098 3.722 5.472
H23 3.579 3.346 4.551
H24 4.231 0.709 5.881
H25 3.299 -0.383 4.828
H26 4.231 0.952 4.118
H27 0.689 1.792 6.425
H28 1.248 0.118 6.232
H29 2.177 1.251 7.236
H30 1.767 3.578 3.217
H31 0.688 3.198 1.023
H32 1.066 -0.601 4.139
H33 0.227 -2.368 3.413
H34 -1.253 -4.273 -0.196
H35 -1.280 -2.041 -1.280
H36 -2.092 -5.741 1.204
H37 -1.676 -6.612 2.692
H38 -2.493 -5.036 2.781
H39 1.615 -5.274 1.494
H40 0.721 -6.756 1.897
H41 0.313 -5.842 0.429
H42 1.096 -4.450 3.822
H43 -0.599 -4.318 4.371
H44 0.146 -5.912 4.139

---

No. 4
DFT (ωB97M-V/def2-TZVPD) results for a molecular structure, C36H44AsN4O9P2STi.

M	893.6	g mol⁻¹
energy relative to the best compared isomer or geometry (same formula, charge and spin)	23.5	kcal/mol
highest occupied orbital energy (alpha / beta)	-8.3 / -8.4	eV
LUMO (alpha / beta)	0.1 / 0.1	eV
E_tot	-175806.6640	eV
strongest force on any atom	0.69	eV/A
frontier orbital gap (alpha / beta)	8.43 / 8.56	eV
2S+1	2
net charge	0

Positions of all 98 atoms, in Å:
Ti1 -0.098 0.213 0.906
O1 -3.410 -2.203 0.592
As1 -1.695 -2.648 0.773
O2 -1.554 -4.086 0.056
O3 -0.886 -1.291 0.082
C1 -1.528 -2.198 2.657
C2 -2.689 -2.011 3.398
C3 -2.629 -1.429 4.657
C4 -1.412 -1.016 5.179
C5 -0.243 -1.236 4.467
C6 -0.303 -1.841 3.220
S1 1.218 -2.207 2.377
O4 0.907 -3.326 1.533
O5 2.249 -2.340 3.364
O6 1.446 -0.953 1.554
H1 -3.783 -2.879 0.011
H2 -3.638 -2.312 2.979
H3 -3.539 -1.301 5.230
H4 -1.367 -0.551 6.156
H5 0.725 -0.962 4.864
C7 -0.465 3.662 -0.595
P1 -1.084 1.983 -0.987
C8 -2.869 2.422 -1.007
C9 -0.679 1.763 -2.759
C10 0.198 2.652 -3.379
C11 0.547 2.495 -4.709
C12 0.030 1.437 -5.439
C13 -0.830 0.541 -4.827
C14 -1.197 0.682 -3.491
P2 -2.318 -0.546 -2.688
C15 -3.616 -0.711 -3.987
C16 -1.364 -2.085 -2.985
H6 -0.928 4.407 -1.244
H7 0.615 3.719 -0.680
H8 -0.738 3.873 0.441
H9 -3.049 3.182 -1.769
H10 -3.132 2.837 -0.032
H11 -3.486 1.552 -1.208
H12 0.640 3.462 -2.816
H13 1.234 3.193 -5.170
H14 0.305 1.303 -6.477
H15 -1.216 -0.291 -5.403
H16 -3.219 -0.964 -4.971
H17 -4.182 0.218 -4.062
H18 -4.303 -1.501 -3.679
H19 -1.187 -2.260 -4.048
H20 -1.895 -2.941 -2.562
H21 -0.411 -2.014 -2.463
C17 -4.633 2.137 3.434
N1 -3.695 1.645 2.441
C18 -4.209 0.597 1.576
C19 -2.379 1.937 2.471
O7 -1.538 1.135 1.995
N2 -2.001 3.101 3.052
C20 -0.617 3.282 3.464
C21 -2.738 4.338 2.839
H22 -5.142 1.281 3.883
H23 -5.391 2.787 2.989
H24 -4.112 2.678 4.218
H25 -5.066 0.982 1.020
H26 -4.527 -0.263 2.161
H27 -3.451 0.264 0.877
H28 -0.194 2.337 3.785
H29 -0.596 3.988 4.294
H30 0.002 3.682 2.655
H31 -3.668 4.157 2.309
H32 -2.129 5.019 2.238
H33 -2.957 4.827 3.790
O8 2.174 1.907 -1.126
C22 2.342 2.062 0.069
N3 3.428 2.666 0.659
C23 3.383 2.538 2.109
C24 2.055 1.771 2.270
O9 1.614 1.357 3.324
N4 1.448 1.669 1.057
C25 4.579 1.767 2.640
C26 5.765 2.444 2.906
C27 6.892 1.748 3.318
C28 6.836 0.370 3.476
C29 5.654 -0.308 3.215
C30 4.528 0.385 2.795
C31 3.159 3.876 2.810
C32 2.884 5.036 2.098
C33 2.597 6.219 2.768
C34 2.576 6.249 4.153
C35 2.848 5.089 4.870
C36 3.137 3.910 4.203
H34 4.305 2.671 0.165
H35 5.804 3.522 2.802
H36 7.810 2.283 3.523
H37 7.712 -0.173 3.807
H38 5.596 -1.381 3.342
H39 3.613 -0.163 2.607
H40 2.896 5.010 1.016
H41 2.394 7.120 2.202
H42 2.356 7.172 4.675
H43 2.837 5.105 5.952
H44 3.341 3.004 4.759

---

No. 5
DFT (ωB97M-V/def2-TZVPD) results for a molecular structure, C36H44CoN3P in a non-equilibrium geometry.

M	608.7	g mol⁻¹
highest occupied orbital energy (alpha / beta)	2.8 / -1.3	eV
LUMO (alpha / beta)	4.3 / 4.3	eV
E_tot	-89429.5719	eV
strongest force on any atom	2.45	eV/A
frontier orbital gap (alpha / beta)	1.50 / 5.55	eV
2S+1	4
net charge	-2

Positions of all 85 atoms, in Å:
Co1 -0.050 0.349 0.776
N1 -0.318 -2.910 1.549
N2 3.208 -1.936 -0.545
C1 0.720 2.245 0.301
C2 2.093 1.845 0.418
C3 2.279 1.220 1.662
C4 3.546 0.634 2.170
H1 4.315 0.606 1.390
H2 3.403 -0.401 2.507
H3 3.950 1.200 3.020
C5 1.067 1.314 2.407
C6 0.932 1.013 3.850
H4 1.169 1.894 4.464
H5 1.619 0.207 4.141
H6 -0.087 0.696 4.092
C7 0.098 2.075 1.617
C8 -1.023 2.868 2.182
H7 -1.572 2.296 2.940
H8 -1.714 3.187 1.397
H9 -0.646 3.777 2.674
C9 3.185 2.188 -0.516
H10 3.848 2.965 -0.099
H11 2.807 2.564 -1.470
H12 3.821 1.317 -0.722
C10 0.125 2.965 -0.850
H13 -0.932 2.699 -0.982
H14 0.645 2.691 -1.778
H15 0.194 4.055 -0.725
C11 -1.073 -3.993 1.753
H16 -1.581 -4.074 2.716
C12 -1.253 -4.981 0.774
H17 -1.931 -5.809 0.978
C13 -0.559 -4.859 -0.433
H18 -0.655 -5.600 -1.226
C14 0.292 -3.770 -0.607
H19 0.924 -3.668 -1.490
C15 0.319 -2.759 0.374
C16 0.998 -1.442 0.177
H20 1.435 -1.088 1.135
C17 2.036 -1.409 -0.868
C18 3.990 -1.927 -1.675
H21 4.997 -2.316 -1.686
C19 3.299 -1.361 -2.711
H22 3.607 -1.203 -3.731
N3 2.071 -0.936 -2.205
C20 1.251 0.004 -2.907
C21 1.859 1.030 -3.665
C22 1.050 1.850 -4.467
H23 1.531 2.639 -5.054
C23 -0.335 1.685 -4.543
C24 -1.181 2.486 -5.484
H24 -2.124 2.777 -5.007
H25 -1.438 1.899 -6.378
H26 -0.653 3.384 -5.813
C25 -0.923 0.702 -3.752
H27 -2.009 0.568 -3.754
C26 -0.145 -0.175 -2.989
C27 -0.805 -1.325 -2.324
H28 -0.470 -2.303 -2.698
H29 -1.893 -1.256 -2.418
H30 -0.577 -1.290 -1.252
C28 3.327 1.316 -3.715
H31 3.748 0.985 -4.677
H32 3.912 0.859 -2.916
H33 3.491 2.401 -3.660
C29 -3.016 -1.649 0.150
P1 -2.204 -0.227 0.963
C30 -3.351 1.129 0.486
C31 -2.624 -0.499 2.748
C32 -3.870 -0.145 3.291
C33 -4.127 -0.346 4.650
C34 -3.151 -0.899 5.481
C35 -1.916 -1.277 4.943
C36 -1.671 -1.109 3.578
H34 -3.758 -1.298 -0.580
H35 -3.517 -2.266 0.907
H36 -2.283 -2.273 -0.370
H37 -4.357 0.737 0.271
H38 -2.962 1.599 -0.428
H39 -3.431 1.895 1.268
H40 -4.641 0.289 2.653
H41 -5.103 -0.074 5.059
H42 -3.347 -1.042 6.545
H43 -1.145 -1.722 5.576
H44 -0.741 -1.488 3.141

---

What did the fifth record say?
DFT (ωB97M-V/def2-TZVPD) results for a molecular structure, C36H44CoN3P in a non-equilibrium geometry.

M	608.7	g mol⁻¹
highest occupied orbital energy (alpha / beta)	2.8 / -1.3	eV
LUMO (alpha / beta)	4.3 / 4.3	eV
E_tot	-89429.5719	eV
strongest force on any atom	2.45	eV/A
frontier orbital gap (alpha / beta)	1.50 / 5.55	eV
2S+1	4
net charge	-2

Positions of all 85 atoms, in Å:
Co1 -0.050 0.349 0.776
N1 -0.318 -2.910 1.549
N2 3.208 -1.936 -0.545
C1 0.720 2.245 0.301
C2 2.093 1.845 0.418
C3 2.279 1.220 1.662
C4 3.546 0.634 2.170
H1 4.315 0.606 1.390
H2 3.403 -0.401 2.507
H3 3.950 1.200 3.020
C5 1.067 1.314 2.407
C6 0.932 1.013 3.850
H4 1.169 1.894 4.464
H5 1.619 0.207 4.141
H6 -0.087 0.696 4.092
C7 0.098 2.075 1.617
C8 -1.023 2.868 2.182
H7 -1.572 2.296 2.940
H8 -1.714 3.187 1.397
H9 -0.646 3.777 2.674
C9 3.185 2.188 -0.516
H10 3.848 2.965 -0.099
H11 2.807 2.564 -1.470
H12 3.821 1.317 -0.722
C10 0.125 2.965 -0.850
H13 -0.932 2.699 -0.982
H14 0.645 2.691 -1.778
H15 0.194 4.055 -0.725
C11 -1.073 -3.993 1.753
H16 -1.581 -4.074 2.716
C12 -1.253 -4.981 0.774
H17 -1.931 -5.809 0.978
C13 -0.559 -4.859 -0.433
H18 -0.655 -5.600 -1.226
C14 0.292 -3.770 -0.607
H19 0.924 -3.668 -1.490
C15 0.319 -2.759 0.374
C16 0.998 -1.442 0.177
H20 1.435 -1.088 1.135
C17 2.036 -1.409 -0.868
C18 3.990 -1.927 -1.675
H21 4.997 -2.316 -1.686
C19 3.299 -1.361 -2.711
H22 3.607 -1.203 -3.731
N3 2.071 -0.936 -2.205
C20 1.251 0.004 -2.907
C21 1.859 1.030 -3.665
C22 1.050 1.850 -4.467
H23 1.531 2.639 -5.054
C23 -0.335 1.685 -4.543
C24 -1.181 2.486 -5.484
H24 -2.124 2.777 -5.007
H25 -1.438 1.899 -6.378
H26 -0.653 3.384 -5.813
C25 -0.923 0.702 -3.752
H27 -2.009 0.568 -3.754
C26 -0.145 -0.175 -2.989
C27 -0.805 -1.325 -2.324
H28 -0.470 -2.303 -2.698
H29 -1.893 -1.256 -2.418
H30 -0.577 -1.290 -1.252
C28 3.327 1.316 -3.715
H31 3.748 0.985 -4.677
H32 3.912 0.859 -2.916
H33 3.491 2.401 -3.660
C29 -3.016 -1.649 0.150
P1 -2.204 -0.227 0.963
C30 -3.351 1.129 0.486
C31 -2.624 -0.499 2.748
C32 -3.870 -0.145 3.291
C33 -4.127 -0.346 4.650
C34 -3.151 -0.899 5.481
C35 -1.916 -1.277 4.943
C36 -1.671 -1.109 3.578
H34 -3.758 -1.298 -0.580
H35 -3.517 -2.266 0.907
H36 -2.283 -2.273 -0.370
H37 -4.357 0.737 0.271
H38 -2.962 1.599 -0.428
H39 -3.431 1.895 1.268
H40 -4.641 0.289 2.653
H41 -5.103 -0.074 5.059
H42 -3.347 -1.042 6.545
H43 -1.145 -1.722 5.576
H44 -0.741 -1.488 3.141